{
  "formula": "C25H56BBeCl3FNO4P",
  "method": "ωB97M-V/def2-TZVPD",
  "species": ["N", "C", "C", "C", "B", "C", "C", "O", "Cl", "H", "H", "H", "H", "H", "H", "H", "H", "H", "H", "H", "H", "C", "O", "C", "O", "O", "C", "H", "H", "H", "H", "H", "H", "C", "C", "C", "C", "P", "C", "C", "C", "C", "C", "C", "C", "C", "C", "C", "C", "C", "H", "H", "H", "H", "H", "H", "H", "H", "H", "H", "H", "H", "H", "H", "H", "H", "H", "H", "H", "H", "H", "H", "H", "H", "H", "H", "H", "H", "H", "H", "H", "H", "H", "H", "H", "H", "Be", "C", "Cl", "Cl", "H", "H", "F"],
  "positions_angstrom": [[2.491, 0.817, 2.034], [3.442, -0.367, 2.113], [3.180, -1.359, 0.884], [4.305, -2.481, 0.646], [4.974, -3.098, 2.013], [6.585, -2.809, 2.194], [7.082, -1.418, 1.626], [7.409, -1.235, 0.420], [7.276, 0.080, 2.706], [2.940, 1.542, 2.624], [1.608, 0.564, 2.522], [4.506, 0.023, 2.196], [3.114, -0.938, 3.059], [3.189, -0.676, -0.092], [2.118, -1.819, 1.053], [5.041, -2.062, -0.118], [3.769, -3.362, 0.111], [4.850, -4.295, 1.963], [4.437, -2.770, 3.028], [7.192, -3.704, 1.812], [6.784, -2.779, 3.332], [12.047, 0.306, -4.883], [11.337, -0.516, -3.959], [10.277, 0.082, -3.390], [9.905, 1.211, -3.598], [9.706, -0.794, -2.550], [8.556, -0.290, -1.868], [12.878, -0.278, -5.278], [11.401, 0.597, -5.715], [12.451, 1.189, -4.382], [7.771, -0.024, -2.581], [8.822, 0.568, -1.247], [8.177, -1.079, -1.220], [-0.622, -2.643, -0.685], [-1.398, -2.468, 0.618], [-2.877, -2.706, 0.394], [-3.579, -1.533, -0.284], [-4.015, -0.107, 0.707], [-4.886, -0.749, 2.165], [-6.068, -1.710, 2.016], [-7.405, -1.135, 1.526], [-7.871, 0.123, 2.241], [-5.211, 0.880, -0.165], [-4.907, 1.608, -1.471], [-3.991, 2.822, -1.391], [-4.308, 3.809, -0.277], [-2.688, 0.810, 1.500], [-1.564, 1.662, 0.895], [-0.798, 1.145, -0.317], [0.635, 0.750, 0.043], [-0.987, -1.999, -1.477], [0.440, -2.410, -0.537], [-0.693, -3.679, -1.032], [-1.222, -1.481, 1.050], [-1.013, -3.187, 1.350], [-3.363, -2.925, 1.349], [-2.997, -3.609, -0.213], [-4.538, -1.911, -0.660], [-3.033, -1.240, -1.185], [-5.168, 0.105, 2.789], [-4.123, -1.274, 2.749], [-6.250, -2.151, 3.003], [-5.792, -2.540, 1.357], [-8.169, -1.908, 1.655], [-7.364, -0.962, 0.451], [-8.133, -0.093, 3.280], [-8.760, 0.522, 1.745], [-7.120, 0.914, 2.236], [-5.689, 1.567, 0.538], [-5.992, 0.171, -0.451], [-5.863, 1.945, -1.887], [-4.494, 0.899, -2.195], [-4.028, 3.351, -2.346], [-2.964, 2.474, -1.302], [-5.247, 4.329, -0.473], [-3.515, 4.558, -0.206], [-4.380, 3.328, 0.702], [-2.198, 0.101, 2.176], [-3.221, 1.494, 2.173], [-0.848, 1.867, 1.699], [-1.973, 2.645, 0.658], [-0.729, 1.936, -1.070], [-1.316, 0.321, -0.801], [1.219, 1.629, 0.329], [1.126, 0.289, -0.827], [0.660, 0.038, 0.883], [1.904, -1.341, -0.767], [-6.574, 6.086, -3.043], [-4.874, 6.435, -2.709], [-6.895, 4.347, -3.000], [-7.190, 6.578, -2.292], [-6.825, 6.467, -4.032], [0.119, -1.074, -2.634]],
  "forces_ev_per_angstrom": [[1.285, -0.223, 1.296], [-1.806, 0.166, 0.691], [0.775, -0.643, -0.141], [-1.531, 0.006, -1.778], [0.157, -0.300, 0.023], [1.754, 1.171, 1.641], [1.442, -1.389, -4.270], [-2.056, -0.662, 5.678], [-0.489, -1.144, -0.348], [-0.565, -0.453, -0.488], [0.998, 0.331, -0.262], [-1.301, -0.938, -0.392], [1.302, 0.426, -1.629], [-0.083, 0.076, 0.382], [0.955, 0.392, -0.227], [-0.805, -0.410, 1.050], [0.706, 1.282, 0.538], [0.028, -0.254, -0.068], [-0.571, 0.455, 0.210], [-0.535, 1.839, -0.034], [-0.280, -0.017, -1.759], [0.261, 0.177, -0.279], [-0.296, 0.097, 0.184], [-0.022, -0.235, 0.143], [0.148, -0.360, 0.019], [0.333, 0.342, -0.484], [-0.319, -0.162, 0.090], [-0.180, -0.140, 0.205], [0.022, 0.103, 0.175], [-0.183, -0.014, -0.086], [0.175, 0.185, -0.019], [-0.053, -0.019, -0.164], [0.592, 0.203, -0.697], [-1.658, -0.374, 0.402], [0.894, -0.476, 0.233], [-0.001, 0.015, 0.516], [-0.123, -0.557, -0.900], [-0.352, -0.174, 0.547], [0.099, -0.081, 0.482], [-0.443, -0.211, -0.217], [0.074, -0.071, -0.067], [-0.154, -0.005, -0.008], [-0.758, 0.418, -0.745], [0.287, 0.278, -0.495], [0.258, -0.016, 0.051], [0.073, 0.065, -0.013], [0.855, 0.396, 0.805], [-0.139, 0.672, -0.320], [0.350, -0.246, -0.580], [-0.923, -0.089, 0.435], [0.396, 0.065, -0.088], [0.869, -0.016, 0.145], [0.380, 0.094, 0.096], [-0.009, 0.113, -0.050], [-0.160, 0.059, 0.044], [0.004, -0.033, -0.041], [-0.119, 0.176, -0.049], [-0.092, 0.271, 0.044], [0.022, 0.223, 0.033], [0.049, 0.056, -0.164], [0.116, 0.079, -0.051], [0.197, 0.069, -0.076], [0.023, -0.021, 0.115], [0.137, 0.010, -0.021], [-0.019, 0.050, -0.085], [0.056, 0.082, -0.044], [0.045, -0.014, 0.134], [-0.019, 0.032, 0.019], [0.172, -0.103, 0.184], [0.015, -0.217, 0.349], [0.001, -0.212, 0.173], [-0.067, 0.048, -0.008], [-0.056, -0.068, -0.008], [0.194, -0.013, 0.072], [0.035, -0.039, 0.087], [-0.156, 0.015, -0.019], [0.002, 0.007, 0.032], [-0.337, -0.277, -0.034], [-0.175, -0.212, -0.003], [-0.197, -0.104, 0.083], [-0.068, -0.075, -0.041], [-0.077, -0.156, 0.028], [0.010, -0.133, -0.123], [0.058, -0.507, -0.135], [0.114, 0.092, -0.826], [-0.183, 0.271, -0.286], [-1.438, 0.688, -0.067], [-0.118, 0.318, -0.044], [-0.039, 0.070, -0.028], [-0.139, -0.038, -0.043], [0.145, -0.158, -0.039], [0.121, -0.163, 0.107], [2.110, 0.242, 1.306]],
  "total_charge": 1,
  "relative_energy_kj_mol": 217.4,
  "e_lumo_ev": -5.10,
  "gap_ev": 5.70
}